The following is a quantum chemistry calculation of a single C5H10BrOP molecule in a non-equilibrium geometry, from OMol25.

Each atom is followed by the atoms it is bonded to, with distances in Å.
CARTESIAN COORDINATES (ANGSTROEM)
1 C 0.791 -1.036 0.266  C2 1.570, C3 1.505, H9 1.027, H10 1.169
2 C -0.471 -1.852 0.722  C1 1.570, P7 1.898, H11 1.144, H12 1.080
3 C 0.942 0.344 0.845  C1 1.505, O6 1.311, H13 1.092
4 C -1.852 0.094 -1.102  P7 1.977, Br8 1.949, H14 1.050, H16 1.263
5 C 1.384 2.519 0.057  O6 1.280, H15 1.117, H17 1.077
6 O 0.911 1.332 -0.018  C3 1.311, C5 1.280
7 P -1.831 -1.820 -0.602  C2 1.898, C4 1.977, H18 1.441
8 Br -3.078 0.967 0.136  C4 1.949
9 H 1.577 -1.670 0.456  C1 1.027
10 H 0.721 -0.987 -0.900  C1 1.169
11 H -0.139 -2.916 0.979  C2 1.144
12 H -0.832 -1.497 1.676  C2 1.080
13 H 1.296 0.427 1.874  C3 1.092
14 H -2.326 0.165 -2.036  C4 1.050
15 H 1.901 3.032 0.903  C5 1.117
16 H -0.803 0.791 -1.013  C4 1.263
17 H 1.350 2.990 -0.911  C5 1.077
18 H -1.021 -2.267 -1.706  P7 1.441

For the max |F|, the calculation gives 4.05 eV Å⁻¹. The HOMO energy (spin up / spin down) is -7.5 / -7.5 eV. Its energy above the lowest of the compared OMol25 structures with the same formula, charge and spin is 3.7 kcal/mol. Its total charge is 0. Its LUMO energy (spin up / spin down) is 0.7 / 0.6 eV.